One molecule with the formula C7H4O2S. Source: OMol25; level of theory: wB97M-V/def2-TZVPD.

Computed properties:
* calculated total energy: -22247.9113 eV
* SMILES: S=C1C#CC2=C(C1)OCO2
* energy relative to the best compared isomer or geometry (same formula, charge and spin): 326.41 kJ/mol

The geometry in ORCA input format:
```
! wB97M-V def2-TZVPD RIJCOSX def2/J DEFGRID3
* xyz 0 1
C -1.513 0.173 1.345
C -2.085 -0.650 0.610
C -0.133 0.563 1.006
C -1.965 -1.320 -0.589
C 0.298 0.015 -0.141
C -0.462 -0.954 -1.015
C 1.919 1.309 0.698
O 0.774 1.472 1.523
O 1.560 0.555 -0.480
S -2.935 -2.282 -1.417
H 0.218 -1.666 -1.470
H -0.707 -0.266 -1.856
H 2.437 2.400 0.499
H 2.593 0.652 1.287
*
```

Results of the Löwdin charge analysis, in e, for atoms 1 through 8: C 0.14; C -0.02; C -0.22; C -0.82; C -0.18; C -0.06; C -0.15; O -0.01